(1)
Below is a cluster of 2 separate species, C6H16O2 in total in a non-equilibrium geometry, with properties calculated with the ωB97M-V functional and the def2-TZVPD basis.

Geometry as XYZ:
```
24
Properties=species:S:1:pos:R:3:forces:R:3
C 2.86030 -1.14277 4.32864 1.4 -1.4 -1.0
C 2.74575 -0.70938 2.84557 -0.2 1.8 1.2
C 4.10732 -0.27762 2.26899 -0.1 -0.2 0.3
O 1.88744 0.47331 2.90026 -0.5 -1.1 -0.6
H 1.95632 -1.32823 4.93282 0.1 0.2 -0.7
H 3.54045 -0.49217 4.90373 -0.3 -0.1 -0.4
H 3.36544 -2.10623 4.14642 0.0 -0.1 1.1
H 2.36804 -1.52213 2.19238 -0.3 0.5 0.4
H 4.74851 -1.17225 2.19735 -0.1 0.4 0.0
H 4.59554 0.45262 2.93607 -0.2 -0.3 -0.3
H 4.01452 0.17001 1.26518 -0.1 -0.2 0.4
H 1.07694 0.12980 3.33095 0.6 0.6 -0.4
C -0.62783 2.55287 -4.01819 -1.4 0.3 -0.1
C 0.01894 2.72745 -5.39174 -1.4 0.4 0.9
C -0.53543 1.88552 -6.54317 -0.5 0.3 0.0
O 1.29169 2.38226 -5.07619 4.0 -0.5 -0.8
H -0.09115 3.19156 -3.29662 -0.2 -0.3 -0.3
H -0.63181 1.51787 -3.63690 0.1 0.3 -0.4
H -1.67062 2.90469 -4.09179 0.2 -0.2 0.3
H -0.01525 3.81925 -5.58327 -0.3 -0.4 -0.4
H -0.16554 0.84734 -6.49888 -0.1 0.4 0.2
H -0.24706 2.32059 -7.51485 -0.1 -0.2 0.3
H -1.63637 1.86985 -6.47755 0.4 0.0 -0.2
H 1.90892 2.59190 -5.80795 -0.5 -0.3 0.6
```
Forces are in eV/Å.

## Properties
LUMO level: 0.955 eV
total energy: -388.64430 Eh
orbital gap: 11.00 eV
HOMO level: -10.041 eV
2S+1: 1
total charge: 0
ΔE to the lowest compared entry with this formula, charge and spin: 0.9910 eV


(2)
Below is a structure of composition C6H12N2 in a non-equilibrium geometry, with properties calculated with the ωB97M-V functional and the def2-TZVPD basis.

Geometry as XYZ:
```
20
Properties=species:S:1:pos:R:3:forces:R:3
C -0.50179 0.45252 -0.29644 -0.5 -1.4 1.5
C -0.48336 1.51471 0.75486 -0.1 0.0 0.1
C -0.81614 0.91147 -1.67458 -0.8 -0.1 -0.4
C 0.06856 -0.97070 -0.10167 -0.1 1.3 -0.8
N -1.45046 -0.90472 0.61739 1.6 0.9 -2.2
C 1.21601 -1.14489 0.83732 -0.2 -0.3 0.3
C 2.26048 -0.33037 0.91646 0.1 -0.2 -0.3
N -0.02000 -1.72420 -1.21868 0.0 -0.2 0.5
H -1.97710 -1.59862 0.10507 -0.2 0.1 -0.1
H -1.67150 -0.72949 1.58514 0.2 0.1 0.0
H 0.90514 -1.89685 -1.61077 -0.2 -0.4 0.5
H 1.19446 -2.08573 1.38023 0.1 0.0 0.0
H -1.44547 2.02762 0.80829 0.0 0.1 -0.2
H 0.27393 2.25364 0.47413 0.0 -0.1 0.2
H -0.27862 1.12192 1.74743 0.3 0.0 0.0
H -0.36514 1.89465 -1.86248 -0.1 -0.1 0.4
H -0.47380 0.21514 -2.44324 0.0 -0.2 0.4
H -1.90026 1.01766 -1.80707 0.2 0.1 0.0
H 2.30434 0.58535 0.33568 0.0 0.0 0.1
H 3.16071 -0.60909 1.45296 -0.2 0.1 0.1
```
Forces are in eV/Å.

## Properties
LUMO level: 0.744 eV
total energy: -345.16939 Eh
orbital gap: 7.64 eV
HOMO level: -6.891 eV
2S+1: 1
total charge: 0
ΔE to the lowest compared entry with this formula, charge and spin: 4.3124 eV


(3)
Below is a structure of composition C45H35Cl14IInO, with properties calculated with the ωB97M-V functional and the def2-TZVPD basis.

Geometry as XYZ:
```
97
Properties=species:S:1:pos:R:3:forces:R:3
C -2.91772 -3.76930 1.67401 0.1 0.0 -0.4
In -1.25265 -2.36777 1.33451 0.2 -0.3 0.7
C -1.84313 -1.11955 -0.48067 -0.3 -0.2 -0.8
C -2.30074 0.10956 0.05094 -0.8 -0.1 0.2
O -3.32843 0.53909 0.45790 0.3 -0.1 -0.2
I -0.50342 1.45613 0.23778 0.4 0.6 0.0
H -3.79302 -3.45831 1.09677 -0.1 0.0 0.1
H -3.18022 -3.81945 2.73162 0.0 0.0 -0.1
H -2.62889 -4.76504 1.32231 -0.1 0.0 0.1
H 0.27300 -3.20987 1.07902 0.0 0.0 -0.2
H -1.07981 -1.25434 2.69205 0.0 0.1 -0.1
H -2.64704 -1.65280 -0.99602 0.0 0.1 0.4
H -1.00087 -0.99846 -1.15031 0.0 0.0 0.3
Cl -1.46741 -3.13128 -3.26331 -0.1 0.0 0.0
C -2.70063 -3.00344 -4.46306 0.0 0.0 0.1
C -4.02605 -2.74767 -4.12552 -0.1 0.0 0.0
Cl -4.53239 -2.51254 -2.48531 0.1 -0.1 -0.2
C -4.98989 -2.67383 -5.12117 0.0 0.0 0.0
C -4.64003 -2.84398 -6.44836 0.0 0.0 0.0
C -3.31751 -3.08984 -6.78726 0.0 0.0 0.0
C -2.35514 -3.16984 -5.79699 0.0 0.0 0.0
H -6.01508 -2.47858 -4.83934 0.0 0.0 0.0
H -5.40084 -2.78308 -7.21432 0.0 0.0 0.0
H -3.03260 -3.22148 -7.82209 0.0 0.0 0.0
H -1.32094 -3.36431 -6.04305 0.0 0.0 0.0
Cl 1.37491 -1.58837 -1.64689 0.2 -0.2 -0.4
C 2.89529 -1.27553 -0.90834 -0.1 0.1 0.1
C 4.09200 -1.24886 -1.60850 0.0 0.0 0.0
Cl 4.13607 -1.58562 -3.30989 0.0 0.0 0.0
C 5.27151 -0.92701 -0.95012 0.0 -0.1 0.1
C 5.25185 -0.62486 0.40224 -0.1 -0.5 0.0
C 4.05268 -0.66273 1.10194 0.0 -0.1 0.0
C 2.88306 -0.99492 0.44962 0.0 0.1 0.1
H 6.19492 -0.90206 -1.51139 0.0 0.0 0.0
H 6.17216 -0.36060 0.90583 0.0 0.0 0.0
H 3.98578 -0.41356 2.15051 0.2 0.0 0.0
H 1.93765 -1.01708 0.97612 0.0 0.0 0.0
Cl -9.28277 -3.35619 -2.54057 0.0 0.0 0.0
C -8.71436 -4.52257 -1.39178 0.0 0.1 -0.1
C -9.57709 -5.46078 -0.84256 -0.1 0.0 0.0
Cl -11.25195 -5.50381 -1.29188 0.0 0.0 0.0
C -9.10159 -6.37972 0.07972 0.0 0.0 0.0
C -7.76776 -6.36606 0.44837 0.0 0.0 0.0
C -6.90253 -5.43106 -0.10484 0.0 -0.1 0.0
C -7.37906 -4.50973 -1.02095 0.1 0.0 0.0
H -9.78645 -7.10137 0.50190 0.0 0.0 0.0
H -7.40670 -7.08482 1.17038 0.0 0.0 0.0
H -5.85775 -5.41100 0.17594 0.0 0.0 0.0
H -6.71463 -3.77516 -1.45021 0.0 0.0 -0.1
Cl -5.05014 -6.73644 2.72534 0.0 0.0 0.0
C -4.33625 -6.77877 4.29542 0.0 0.0 0.0
C -3.97206 -7.97978 4.88937 0.0 -0.1 0.0
Cl -4.22278 -9.48740 4.07329 0.0 0.0 0.0
C -3.39890 -7.98281 6.15153 0.0 0.0 0.0
C -3.18636 -6.78878 6.81748 0.0 0.0 0.0
C -3.54636 -5.58777 6.22213 0.0 0.0 0.0
C -4.12113 -5.58286 4.96420 0.0 0.0 0.0
H -3.12133 -8.92622 6.59960 0.0 0.0 0.0
H -2.73584 -6.79825 7.80039 0.0 0.0 0.0
H -3.37574 -4.65021 6.73233 0.0 0.0 0.0
H -4.39970 -4.65734 4.48161 0.0 0.0 0.0
Cl 4.99506 2.17034 4.95097 0.0 0.0 0.0
C 3.73459 2.90856 4.01777 0.0 -0.1 0.0
C 2.61513 2.18300 3.63502 0.0 0.0 -0.1
Cl 2.41671 0.52460 4.06815 0.0 0.0 0.1
C 1.62358 2.78979 2.87528 -0.1 0.0 0.2
C 1.74841 4.11637 2.50691 -0.1 0.1 0.3
C 2.86578 4.84307 2.89467 -0.1 0.0 0.0
C 3.85710 4.23973 3.64763 0.0 0.0 0.0
H 0.76199 2.20622 2.57685 0.1 0.0 0.1
H 0.97407 4.57870 1.90900 0.0 0.0 0.1
H 2.97013 5.87985 2.60536 0.0 0.0 0.0
H 4.73539 4.79057 3.95303 0.0 0.0 0.0
Cl 5.37796 2.23396 0.04739 -0.2 0.5 -0.1
C 4.32836 3.57282 -0.26814 0.0 0.0 0.0
C 4.83965 4.81584 -0.62595 0.0 -0.1 0.0
Cl 6.55359 5.05004 -0.76793 -0.1 0.0 0.0
C 3.97965 5.87128 -0.88072 0.1 0.1 0.0
C 2.61106 5.68695 -0.77769 -0.1 -0.1 0.0
C 2.09754 4.44838 -0.41953 0.2 0.1 -0.3
C 2.95719 3.39342 -0.16312 0.1 -0.1 -0.2
H 4.38843 6.83234 -1.16421 0.0 0.0 0.0
H 1.94650 6.51568 -0.98046 0.0 0.0 0.0
H 1.03077 4.29452 -0.34081 0.0 -0.1 -0.1
H 2.56549 2.42448 0.11804 0.0 0.0 0.0
Cl 6.64385 8.65303 -0.39972 0.0 0.1 0.0
C 7.19447 9.48414 -1.80828 -0.1 0.0 0.0
C 6.36703 10.37494 -2.48089 0.0 0.0 0.0
Cl 4.76059 10.68544 -1.92075 0.0 0.0 0.0
C 6.82641 11.02416 -3.61667 0.0 0.0 0.0
C 8.10807 10.78678 -4.08006 0.0 0.0 0.0
C 8.93554 9.89808 -3.40801 0.0 0.0 0.0
C 8.47885 9.24808 -2.27551 0.0 0.0 0.0
H 6.16912 11.71178 -4.12935 0.0 0.0 0.0
H 8.45797 11.29519 -4.96771 0.0 0.0 0.0
H 9.93789 9.70754 -3.76545 0.0 0.0 0.0
H 9.10881 8.55043 -1.74257 0.0 0.0 0.0
```
Forces are in eV/Å.

## Properties
LUMO level: 1.776 eV
total energy: -8741.58452 Eh
orbital gap: 7.33 eV
HOMO level: -5.553 eV
2S+1: 1
total charge: -1
ΔE to the lowest compared entry with this formula, charge and spin: 0.0000 eV


(4)
Below is the ion C6H10N with charge +1 in a non-equilibrium geometry, with properties calculated with the ωB97M-V functional and the def2-TZVPD basis.

Geometry as XYZ:
```
17
Properties=species:S:1:pos:R:3:forces:R:3
C 1.10211 1.85851 -1.61871 1.3 -0.8 -1.6
N 1.23148 1.06948 -0.61613 -1.5 -0.2 0.4
C 0.08721 0.87638 0.27461 0.5 -2.7 4.4
C -0.53447 -0.56461 0.41053 -0.4 -1.0 -0.3
C 0.46572 -1.71214 0.60350 2.3 0.1 1.5
C -1.92659 -0.76709 -0.14189 0.6 0.3 1.4
C -1.85976 -0.58938 1.15679 1.7 -0.2 -4.1
H 0.11324 2.38035 -1.79462 1.5 -0.4 0.4
H 1.95715 1.85398 -2.40211 -1.6 0.4 1.4
H 1.99712 0.38640 -0.44063 -0.2 1.1 -0.5
H -0.74382 1.44371 0.06972 -1.4 1.9 -1.2
H 0.24714 1.03441 1.43375 0.9 0.4 -2.4
H 1.33908 -1.31845 1.32208 -2.1 -0.9 -0.6
H 1.13981 -1.86896 -0.25417 -0.8 -0.3 -0.4
H 0.08294 -2.75254 0.97805 0.5 2.3 -0.7
H -2.45854 -0.87850 -1.06991 -0.2 -0.2 0.1
H -2.23981 -0.45156 2.08914 -1.2 0.2 2.3
```
Forces are in eV/Å.

## Properties
LUMO level: -5.249 eV
total energy: -288.96363 Eh
orbital gap: 8.34 eV
HOMO level: -13.589 eV
2S+1: 1
total charge: +1
ΔE to the lowest compared entry with this formula, charge and spin: 3.2474 eV


(5)
Below is an isolated molecule of C5H4N2O in a non-equilibrium geometry, with properties calculated with the ωB97M-V functional and the def2-TZVPD basis.

Geometry as XYZ:
```
12
Properties=species:S:1:pos:R:3:forces:R:3
C 0.53895 1.81770 0.00692 1.9 -2.9 1.2
C 0.70188 0.41718 -0.15000 1.4 0.9 -2.1
C 1.79712 -0.47327 -0.83121 5.5 -3.8 -0.9
N 2.69107 -1.31677 -1.10588 -7.0 6.6 2.0
C -0.39959 -0.55592 0.18251 -2.6 2.7 4.5
O -0.11825 -1.84809 0.68316 -4.4 -0.1 1.2
C -1.64961 -0.42950 -0.75076 -11.3 -0.5 -3.8
N -2.92221 -0.42800 -1.26507 13.2 0.1 5.2
H 1.24747 2.65218 -0.20793 -0.3 -1.4 -0.5
H -0.09822 2.15529 0.83793 -0.6 -0.5 -0.9
H -0.69074 -0.11781 1.32628 -0.3 0.3 -3.3
H -1.09785 -1.87299 1.27405 4.5 -1.1 -2.4
```
Forces are in eV/Å.

## Properties
LUMO level: -1.009 eV
total energy: -377.41304 Eh
orbital gap: 9.57 eV
HOMO level: -10.575 eV
2S+1: 1
total charge: 0
ΔE to the lowest compared entry with this formula, charge and spin: 6.8304 eV


(6)
Below is an isolated molecule of C2H5NS in a non-equilibrium geometry, with properties calculated with the ωB97M-V functional and the def2-TZVPD basis.

Geometry as XYZ:
```
9
Properties=species:S:1:pos:R:3:forces:R:3
C -0.89152 -0.75332 -0.02469 3.4 0.0 0.7
N -0.19499 0.55710 0.03871 -2.9 0.7 2.0
C 1.11037 0.77267 -0.03831 1.4 -1.6 0.0
S 2.32562 -0.39141 0.02861 -1.1 1.0 -0.2
H -1.48233 -0.64440 -0.86134 -1.9 -0.3 -1.5
H -1.32713 -1.17022 0.87429 -0.4 0.7 0.3
H -0.08375 -1.44606 -0.25045 -0.1 -0.3 -0.3
H -0.84224 1.28394 0.47017 1.6 -0.8 -1.3
H 1.38598 1.79168 -0.23700 0.0 0.6 0.4
```
Forces are in eV/Å.

## Properties
LUMO level: 0.717 eV
total energy: -532.11536 Eh
orbital gap: 9.03 eV
HOMO level: -8.317 eV
2S+1: 1
total charge: 0
ΔE to the lowest compared entry with this formula, charge and spin: 0.7404 eV